Entry 1:
{"formula": "C7H8O", "method": "the ωB97M-V functional and the def2-TZVPD basis", "elements": ["C", "C", "C", "C", "C", "C", "C", "O", "H", "H", "H", "H", "H", "H", "H", "H"], "coordinates": [[-2.064529, 2.154407, 0.036848], [-1.233105, 1.300966, -0.078486], [2.110107, 0.844202, 0.520559], [-1.020257, -2.171052, 0.611790], [1.329634, 0.546222, -0.514060], [-0.210942, -1.118020, 0.655180], [0.170392, -0.338188, -0.515625], [-0.251821, -0.828029, -1.699708], [-2.778290, 2.916225, 0.188350], [2.936621, 1.523920, 0.410752], [1.955423, 0.439656, 1.505328], [-1.294967, -2.700372, 1.507352], [-1.433801, -2.527977, -0.315817], [1.546258, 0.998816, -1.478032], [0.173874, -0.757310, 1.596508], [0.065402, -0.283459, -2.430940]], "forces_ev_per_angstrom": [[-0.63, 0.75, 0.21], [2.24, -2.62, -0.84], [-0.20, -0.32, -0.30], [0.33, 0.16, -0.11], [0.92, 0.26, -0.04], [-0.18, -0.61, 0.21], [-2.55, 2.06, -0.02], [0.42, -0.09, 0.63], [-0.27, 0.26, 0.02], [0.10, 0.13, -0.10], [-0.08, -0.09, 0.17], [0.00, -0.03, 0.18], [-0.05, -0.02, -0.18], [-0.05, 0.05, 0.02], [0.00, 0.05, 0.03], [0.00, 0.07, 0.12]], "total_charge": 0, "orbital_gap_ev": 8.91, "de_lowest_kj_mol": 567.8, "e_homo_ev": -9.10}


Entry 2:
{"formula": "C17H25AsN4O2PTl", "method": "the ωB97M-V functional and the def2-TZVPD basis", "elements": ["Tl", "C", "As", "C", "C", "H", "H", "H", "H", "H", "H", "H", "H", "H", "C", "N", "C", "N", "C", "N", "C", "P", "C", "C", "H", "H", "H", "H", "H", "H", "H", "H", "H", "H", "H", "H", "O", "C", "N", "C", "O", "C", "C", "C", "C", "C", "C", "H", "H", "H", "H"], "coordinates": [[-0.834891, 0.729679, -0.267399], [0.626595, 3.279883, 4.163565], [0.288474, 2.204619, 2.528609], [2.173064, 1.850381, 2.085845], [0.012449, 3.736612, 1.320066], [1.403161, 4.020833, 3.983109], [0.946197, 2.637166, 4.982052], [-0.280516, 3.797060, 4.474184], [2.733516, 2.781369, 2.027728], [2.231448, 1.343733, 1.122085], [2.632271, 1.209562, 2.836940], [0.635479, 4.577992, 1.622068], [-1.032900, 4.046367, 1.339206], [0.263765, 3.461104, 0.295764], [-2.168789, -4.447660, 2.205787], [-2.431510, -3.023266, 2.330457], [-3.576128, -2.680470, 1.502697], [-3.427692, -3.088470, 0.113213], [-3.124767, -4.510026, 0.059433], [-1.949009, -4.868365, 0.832501], [-0.733574, -4.316639, 0.270591], [-0.687220, -2.427765, 0.203331], [-1.268725, -2.232627, 1.992795], [-2.415992, -2.313418, -0.567564], [-3.044698, -4.985435, 2.587109], [-1.294497, -4.703326, 2.809297], [-3.741223, -1.598697, 1.545704], [-4.453194, -3.192238, 1.910206], [-2.976162, -4.799354, -0.984323], [-3.982801, -5.053546, 0.470058], [-0.614916, -4.702846, -0.747235], [0.113924, -4.667141, 0.868315], [-1.491389, -1.176140, 2.191891], [-0.442955, -2.536414, 2.646197], [-2.332615, -2.669600, -1.600814], [-2.750314, -1.265395, -0.596659], [1.370880, -1.070932, -3.596019], [1.097289, 0.104096, -3.488566], [0.504223, 0.700502, -2.399850], [0.318846, 2.014682, -2.636963], [-0.245685, 2.775566, -1.837137], [0.858325, 2.367283, -3.973231], [0.923179, 3.560636, -4.658884], [1.455776, 3.535433, -5.943391], [1.933617, 2.355872, -6.493282], [1.889920, 1.157522, -5.783655], [1.332684, 1.177132, -4.522806], [0.572254, 4.475045, -4.206175], [1.484385, 4.443659, -6.531547], [2.363163, 2.378141, -7.485037], [2.268110, 0.240665, -6.210155]], "forces_ev_per_angstrom": [[0.06, 0.04, -0.36], [-0.07, -0.20, -0.09], [0.25, 0.48, 0.51], [-0.09, 0.07, -0.08], [0.06, -0.10, 0.03], [0.05, 0.02, -0.12], [-0.02, -0.08, -0.02], [-0.05, -0.06, -0.08], [0.02, 0.06, -0.02], [0.04, -0.01, -0.03], [-0.09, -0.04, 0.03], [0.04, -0.02, 0.02], [0.01, -0.04, 0.03], [-0.02, 0.06, -0.01], [-0.03, -0.03, 0.09], [-0.27, -0.02, 0.37], [-0.14, -0.05, 0.04], [-0.40, -0.01, -0.08], [-0.11, -0.05, -0.05], [-0.18, -0.39, 0.08], [0.35, 0.18, -0.19], [-0.57, -0.39, 0.31], [0.33, 0.25, -0.31], [0.44, 0.29, -0.11], [0.15, 0.01, 0.01], [-0.05, -0.03, 0.00], [-0.02, -0.10, 0.01], [0.02, 0.07, -0.01], [-0.05, -0.04, 0.06], [0.09, 0.00, -0.09], [0.11, 0.05, 0.09], [0.02, 0.06, -0.12], [0.13, -0.11, 0.01], [-0.01, 0.16, -0.05], [0.00, 0.15, 0.05], [0.07, -0.21, -0.08], [0.00, 0.14, -0.10], [0.16, -0.44, -0.18], [-0.37, 0.07, 0.67], [-0.01, -0.06, 0.13], [0.03, 0.06, -0.02], [0.24, -0.17, -0.49], [-0.08, -0.07, 0.13], [-0.05, 0.13, -0.04], [0.10, -0.05, -0.01], [-0.07, -0.13, 0.08], [-0.04, 0.54, -0.01], [-0.10, 0.10, 0.00], [0.08, 0.02, 0.04], [-0.02, -0.05, -0.07], [0.03, -0.09, -0.02]], "total_charge": 0, "orbital_gap_ev": 8.20, "de_lowest_kj_mol": 62.1, "e_homo_ev": -8.36}


Entry 3:
{"formula": "C7H15N", "method": "the ωB97M-V functional and the def2-TZVPD basis", "elements": ["C", "C", "C", "C", "C", "C", "C", "N", "H", "H", "H", "H", "H", "H", "H", "H", "H", "H", "H", "H", "H", "H", "H"], "coordinates": [[-1.645121, 0.318502, 1.165995], [-1.064444, -0.913665, 0.517013], [-0.925180, -1.084651, -1.040456], [-0.100215, 0.151178, -1.497731], [1.045821, 0.213088, -0.547586], [2.296171, -0.204504, -0.216247], [3.299409, 0.745062, 0.288938], [-2.900455, 0.766767, 0.436681], [-0.962935, 1.164926, 1.049007], [-1.947783, 0.055006, 2.198033], [-0.008036, -0.747429, 0.827734], [-1.472118, -1.729638, 1.200213], [-0.500914, -2.076800, -1.241503], [-1.916938, -0.978661, -1.499279], [0.024368, 0.017783, -2.544405], [-0.795088, 1.077246, -1.371183], [0.209626, 0.046903, 2.040518], [2.707245, -1.190938, -0.537996], [3.822337, 1.165485, -0.578126], [4.114864, 0.234914, 0.799781], [2.877071, 1.588201, 0.849874], [-2.561529, 1.341267, -0.384982], [-3.596157, 0.039949, 0.085718]], "forces_ev_per_angstrom": [[-3.09, 0.48, -2.48], [0.68, -1.57, 1.11], [-1.91, 0.96, 1.83], [-1.69, -0.07, 2.63], [3.49, -0.98, -0.30], [-3.16, 0.80, -1.86], [1.16, 0.56, 0.32], [-0.01, 0.46, -1.16], [-0.33, -0.11, 0.64], [0.65, 0.59, -0.35], [-0.07, -1.14, 0.43], [0.54, 0.16, -1.77], [0.15, 0.53, -0.22], [0.02, -0.48, -0.20], [1.28, 0.39, -0.88], [1.18, -1.35, -0.14], [1.33, 0.57, -0.18], [-0.63, 0.48, 0.07], [-0.19, 0.14, -0.09], [-0.19, 0.05, 0.60], [0.13, -0.46, 0.04], [-1.01, -1.05, 1.21], [1.66, 1.03, 0.76]], "total_charge": 0, "orbital_gap_ev": 5.08, "de_lowest_kj_mol": 921.3, "e_homo_ev": -6.79}


Entry 4:
{"formula": "C9H19BCl4INO4", "method": "the ωB97M-V functional and the def2-TZVPD basis", "elements": ["C", "C", "O", "C", "N", "B", "C", "O", "C", "O", "O", "I", "H", "H", "H", "H", "H", "H", "H", "H", "H", "H", "H", "Cl", "C", "C", "Cl", "H", "H", "H", "H", "Cl", "C", "C", "Cl", "H", "H", "H", "H"], "coordinates": [[-0.707861, 0.851754, 3.056439], [-1.563656, 2.066033, 2.720059], [-2.138923, 2.011300, 1.425044], [-1.210160, 1.811195, 0.411640], [-1.131937, 0.380693, 0.066326], [-2.336245, -0.207415, -0.528961], [-3.706594, 0.520390, -0.699642], [-2.221000, -1.527568, -0.929418], [-0.012101, 0.145720, -0.768880], [0.076515, 0.524916, -1.927827], [0.971802, -0.577033, -0.149546], [2.743202, 0.340365, -0.111818], [-0.688460, 0.698399, 4.127997], [-1.102114, -0.032068, 2.590072], [0.312780, 1.033454, 2.734590], [-1.010740, 2.991082, 2.868335], [-2.398859, 2.097837, 3.409399], [-1.481661, 2.428861, -0.438267], [-0.222248, 2.134289, 0.740666], [-4.297858, -0.031601, -1.421868], [-3.641128, 1.545113, -1.042947], [-4.237131, 0.470778, 0.245645], [-1.789648, -2.039803, -0.244718], [0.047443, -2.432148, 3.248896], [1.752407, -2.585187, 2.752870], [2.608695, -3.177980, 3.840254], [2.782158, -2.076830, 5.230887], [2.102853, -1.596882, 2.465341], [1.772268, -3.229052, 1.875625], [3.609020, -3.364856, 3.454363], [2.194496, -4.113640, 4.205250], [3.487693, 1.208277, -4.198589], [1.997924, 0.359864, -4.694515], [1.640066, 0.638795, -6.130402], [1.133343, 2.329449, -6.382374], [1.205901, 0.659494, -4.017023], [2.180891, -0.705123, -4.563759], [0.802731, 0.008475, -6.423498], [2.476132, 0.440651, -6.795648]], "forces_ev_per_angstrom": [[0.06, 0.75, 0.09], [-0.25, -0.55, 0.58], [-0.04, 0.17, -0.18], [0.28, 0.22, 0.49], [-0.37, 0.00, -1.05], [-0.08, -0.22, 0.11], [0.28, -0.32, -0.37], [-0.48, 0.20, 0.22], [0.32, 0.26, -1.61], [0.01, -0.48, 1.99], [-0.10, 0.51, 0.22], [-0.02, -0.21, -0.18], [0.05, 0.00, 0.27], [-0.07, -0.27, -0.14], [0.25, -0.35, -0.14], [0.19, 0.24, -0.19], [-0.32, 0.08, -0.02], [-0.24, -0.05, -0.28], [0.24, 0.06, -0.02], [-0.14, -0.15, -0.14], [0.00, 0.32, 0.20], [-0.12, 0.22, 0.23], [0.53, -0.29, -0.07], [0.01, -0.15, 0.01], [0.02, 0.03, -0.13], [0.06, -0.05, -0.01], [-0.01, 0.00, 0.02], [-0.03, 0.03, 0.04], [0.00, -0.04, 0.01], [0.01, 0.04, -0.02], [-0.04, 0.02, 0.04], [0.04, 0.02, 0.01], [-0.07, -0.07, 0.03], [0.01, -0.07, -0.05], [0.01, 0.02, -0.01], [0.00, 0.06, 0.05], [0.03, -0.01, -0.03], [-0.03, 0.01, 0.04], [0.03, 0.05, 0.00]], "total_charge": 0, "orbital_gap_ev": 8.36, "e_homo_ev": -9.95}


Entry 5:
{"formula": "C3H2InLiO2", "method": "the ωB97M-V functional and the def2-TZVPD basis", "elements": ["C", "C", "H", "H", "O", "C", "O", "Li", "In"], "coordinates": [[0.649855, 1.374281, 0.900038], [1.236946, 0.317799, 0.534635], [0.599351, 1.756385, 1.920300], [2.173422, 0.078390, 0.038054], [0.273843, -1.417835, -0.260856], [-0.205205, -1.038559, -1.354938], [-1.260494, -0.375717, -1.278603], [-1.155741, 1.466873, -0.332588], [-2.311976, -2.161618, -0.166042]], "forces_ev_per_angstrom": [[-0.01, -1.07, 1.79], [1.61, 0.48, -1.13], [-0.47, 1.10, 0.19], [0.19, -0.72, -0.08], [1.94, -1.50, -3.45], [-2.36, 2.29, 6.93], [1.06, -0.28, -4.30], [-0.80, 1.00, -0.74], [-1.16, -1.30, 0.81]], "multiplicity": 2, "total_charge": 3, "orbital_gap_ev": [7.97, 5.73], "e_homo_ev": [-24.98, -24.64]}


Entry 6:
{"formula": "C20H22F2N2O5S", "method": "the ωB97M-V functional and the def2-TZVPD basis", "elements": ["C", "C", "N", "C", "C", "S", "O", "O", "C", "C", "C", "C", "C", "O", "N", "C", "C", "O", "C", "O", "C", "C", "C", "C", "F", "C", "C", "F", "C", "C", "H", "H", "H", "H", "H", "H", "H", "H", "H", "H", "H", "H", "H", "H", "H", "H", "H", "H", "H", "H", "H", "H"], "coordinates": [[1.929595, 4.508980, 4.394086], [1.484292, 3.610112, 3.246347], [0.134392, 3.128762, 3.457955], [-0.892270, 3.474520, 2.506277], [-1.283871, 4.945661, 2.606304], [0.006102, 1.676513, 4.248236], [0.889341, 1.709974, 5.374517], [-1.387753, 1.420730, 4.462178], [0.637925, 0.476738, 3.069298], [-0.191382, 0.031896, 2.057274], [0.297570, -0.843669, 1.102698], [1.625532, -1.263107, 1.164569], [2.222331, -2.227855, 0.187879], [3.152134, -2.954119, 0.481958], [1.682191, -2.193334, -1.053439], [2.012975, -3.185749, -2.044662], [0.849594, -4.149758, -2.312875], [-0.025562, -3.703265, -3.349605], [-0.882677, -2.724590, -3.098145], [-0.955170, -2.126681, -2.046808], [-1.780665, -2.429725, -4.245661], [-2.864613, -1.580376, -4.016977], [-3.753866, -1.261082, -5.021211], [-3.548801, -1.799863, -6.281901], [-4.402727, -1.500384, -7.268933], [-2.482895, -2.637867, -6.556645], [-1.607346, -2.946208, -5.530426], [-0.576028, -3.745781, -5.819745], [2.439760, -0.826096, 2.207225], [1.949164, 0.048672, 3.159616], [2.949865, 4.847473, 4.230931], [1.880730, 3.946019, 5.321363], [1.275789, 5.372956, 4.474295], [1.521178, 4.150311, 2.296198], [2.161713, 2.751904, 3.173026], [-1.751135, 2.853062, 2.761923], [-0.571093, 3.237767, 1.479831], [-1.594663, 5.172709, 3.621825], [-2.108659, 5.152806, 1.929362], [-0.448446, 5.589961, 2.343895], [-1.219405, 0.357539, 2.044252], [-0.370065, -1.209797, 0.336685], [0.838790, -1.661694, -1.216109], [2.302204, -2.702758, -2.983812], [2.864838, -3.745147, -1.649421], [0.276432, -4.301038, -1.391842], [1.223943, -5.105603, -2.680852], [-2.989196, -1.180895, -3.022252], [-4.594004, -0.609334, -4.845511], [-2.333834, -3.043612, -7.544160], [3.454329, -1.191979, 2.253932], [2.553416, 0.386303, 3.987055]], "forces_ev_per_angstrom": [[0.05, -0.13, -0.22], [0.52, 0.22, 0.33], [-0.17, -0.92, 0.68], [-0.52, 0.11, -0.30], [0.12, -0.31, 0.00], [-0.13, 0.19, -0.23], [0.31, -0.02, -0.24], [0.00, -0.05, -0.29], [-0.19, 0.38, 0.47], [-0.18, 0.02, -0.05], [0.17, 0.04, 0.04], [-0.03, 0.09, 0.39], [-0.03, 0.13, -0.30], [0.20, -0.13, 0.23], [-0.18, 0.21, -0.07], [-0.20, -0.23, -0.04], [0.41, 0.01, 0.47], [-0.13, 0.01, -0.28], [-0.16, 0.09, -0.05], [-0.01, -0.03, 0.05], [0.13, -0.12, -0.04], [0.12, -0.13, -0.16], [-0.09, 0.02, -0.13], [0.25, -0.10, 0.22], [0.06, -0.03, 0.06], [-0.07, 0.03, -0.03], [-0.19, 0.16, 0.07], [-0.17, 0.08, -0.14], [-0.07, -0.06, -0.16], [0.11, -0.01, 0.08], [0.12, 0.08, 0.03], [0.04, 0.04, 0.09], [-0.06, 0.12, 0.01], [-0.06, -0.14, 0.01], [0.07, 0.15, -0.16], [-0.04, 0.11, -0.23], [-0.04, -0.03, 0.10], [-0.05, 0.06, 0.10], [-0.05, 0.07, -0.09], [0.06, 0.13, -0.03], [-0.15, -0.03, -0.07], [-0.06, -0.05, -0.09], [0.16, -0.07, 0.09], [0.05, -0.12, 0.06], [-0.10, 0.06, -0.14], [0.09, -0.04, -0.13], [-0.06, 0.10, 0.04], [0.00, 0.02, 0.06], [-0.09, 0.06, 0.00], [0.02, -0.03, -0.09], [0.06, -0.04, 0.02], [0.13, 0.00, 0.06]], "total_charge": 0, "orbital_gap_ev": 9.39, "de_lowest_kj_mol": 3.6, "e_homo_ev": -9.39, "smiles": "CCN(CC)S(=O)(=O)c1ccc(C(=O)NCCOC(=O)c2ccc(F)cc2F)cc1"}